Entry from the Open Molecules 2025 dataset: the molecule C10H16N2O7 (ωB97M-V/def2-TZVPD).

Cartesian coordinates (Å):
O (1.98812, -0.62325, 4.74446)
O (-2.20305, -2.69743, 1.82211)
O (-0.08615, 1.21914, -4.57982)
O (-1.17033, 2.69073, 0.02598)
O (-3.25640, -0.88233, 1.01238)
O (3.65222, -0.42677, 3.28404)
O (1.56241, -0.03084, -5.36370)
N (-0.90961, 0.72529, 1.07932)
N (-1.56299, 1.41900, -2.39078)
C (-0.91801, 1.50563, -0.04216)
C (1.45762, -0.53319, 2.39714)
C (2.35435, -0.65482, 3.57885)
C (-2.13305, -1.53788, 1.37765)
C (0.81215, 0.29728, -4.43255)
C (-0.72542, 0.74640, -1.35738)
C (-0.75890, -0.73616, 1.23821)
C (0.77641, 0.57629, -1.79671)
C (0.06607, -1.07241, 2.49819)
C (1.04074, -0.30257, -3.00658)
H (-1.51995, 2.44884, -2.14937)
H (4.10301, -0.37430, 4.12036)
H (1.20305, 1.53890, -2.04573)
H (-0.65791, 1.34285, -3.73591)
H (-0.21561, -1.06801, 0.39969)
H (-1.36377, 1.27828, 1.99438)
H (-1.09028, -0.29427, -1.25577)
H (-0.42469, -0.55979, 3.37078)
H (0.07012, -2.13417, 2.46152)
H (0.37347, -1.20253, -2.92613)
H (1.22273, 0.22689, -0.84610)
H (-2.56322, 1.10132, -2.24696)
H (2.02988, -0.68800, -2.88075)
H (1.41656, 0.58337, 2.19839)
H (-3.05841, 0.07224, 0.81812)
H (2.05700, -1.00714, 1.61221)

Atoms 1-6, force components in eV/Å:
O 0.1 -0.8 -1.3
O 0.5 3.6 -1.6
O -1.2 0.6 0.6
O 0.2 -0.1 -0.3
O 0.7 0.9 -0.1
O -0.6 -0.7 -1.2

Properties
HOMO-LUMO gap: 9.69 eV
energy relative to the best compared isomer or geometry (same formula, charge and spin): 0.8989 eV
calculated total energy: -1026.8805 Ha
SMILES string: N[C@@H](CCC(=O)O)C(=O)N[C@@H](CCC(=O)O)C(=O)O

Atom charges from the Löwdin analysis, given in e for atoms 1 to 4: O 0.095; O 0.092; O 0.101; O 0.075

***

Entry from the Open Molecules 2025 dataset: the molecule C8H16FO2P (ωB97M-V/def2-TZVPD).

Cartesian coordinates (Å):
P (-2.65832, 0.17532, 0.39459)
F (-2.36199, 1.64780, 1.13807)
O (-0.23745, 0.02995, 1.85122)
O (1.22374, 0.61105, 0.22480)
C (0.00550, 0.21391, 0.68351)
C (2.18728, 1.03076, 1.24613)
C (3.54726, 0.33779, 0.78983)
C (-0.92857, -0.18141, -0.40061)
C (-0.68331, 0.58061, -1.67213)
C (-0.84988, -1.69421, -0.63204)
C (-1.15250, -2.65124, 0.52013)
C (-1.14721, 2.07060, -1.61490)
H (1.73704, 0.59402, 2.16592)
H (-0.69323, -2.40489, 1.40662)
H (-1.51339, -2.16076, -1.37343)
H (-0.52070, 2.55207, -0.97763)
H (-1.06508, 2.54025, -2.56632)
H (3.63299, 0.37823, -0.26790)
H (-2.16027, -0.48961, 1.46528)
H (0.34480, 0.38386, -1.80964)
H (2.20182, 2.20276, 1.23062)
H (-2.17161, -2.40829, 0.53843)
H (-2.15159, 2.15534, -1.35981)
H (-1.30730, 0.28500, -2.56388)
H (0.19971, -1.72535, -1.05900)
H (3.19868, -0.77772, 0.99327)
H (4.38363, 0.40701, 1.45373)
H (-1.06005, -3.70284, 0.19511)

Atoms 1-6, force components in eV/Å:
P 0.7 1.4 -0.6
F -0.4 -0.9 -0.9
O 0.6 0.4 0.1
O -0.4 0.6 0.3
C 1.5 -0.8 0.6
C 0.5 0.8 -0.6

Properties
HOMO-LUMO gap: 10.41 eV
energy relative to the best compared isomer or geometry (same formula, charge and spin): 3.4520 eV
calculated total energy: -906.0659 Ha
SMILES string: CCOC(=O)C(CC)(CC)PF

Atom charges from the Löwdin analysis, given in e for atoms 1 to 4: P 1.033; F -0.367; O 0.054; O -0.051

***

Entry from the Open Molecules 2025 dataset: the molecule C2H4ClNS (ωB97M-V/def2-TZVPD).

Cartesian coordinates (Å):
Cl (-1.83932, -0.95532, -0.61648)
S (1.47314, -1.54173, -0.29972)
N (0.83226, 0.99751, -0.53628)
C (0.50094, -0.21164, -0.05411)
C (-0.80350, -0.36911, 0.76014)
H (1.51255, 0.90637, -1.28073)
H (-0.77837, -1.25733, 1.49559)
H (-1.09213, 0.68382, 1.00753)
H (0.19443, 1.74744, -0.47594)

Atoms 1-6, force components in eV/Å:
Cl -0.7 0.3 0.4
S -0.4 0.6 0.1
N 0.2 -1.4 0.0
C 0.9 -1.6 1.2
C 1.0 -0.2 -1.3
H -0.1 0.7 0.1

Properties
HOMO-LUMO gap: 8.90 eV
energy relative to the best compared isomer or geometry (same formula, charge and spin): 0.4657 eV
calculated total energy: -991.7230 Ha
SMILES string: NC(=S)CCl

Atom charges from the Löwdin analysis, given in e for atoms 1 to 4: Cl 0.526; S 0.587; N 0.073; C -1.017

***

The calculation returns the following max |F| values, one per record and in order: 0.088, 0.104, 0.045 hartree/bohr.